[1]
C11H12N2O2 | ωB97M-V/def2-TZVPD

Values from the calculation:
* gap between HOMO and LUMO (alpha / beta): 7.045 / 7.611 eV
* LUMO (alpha / beta): -1.03 / -1.09 eV

Geometry as XYZ:
```
27
C11H12N2O2 (ωB97M-V/def2-TZVPD)
C 3.6739 -0.0489 0.5383
C -3.0160 0.2158 3.0090
C -1.9853 -0.6729 3.3028
C -3.0897 0.8077 1.7514
C -1.0598 -1.0025 2.3445
C -2.1496 0.5207 0.7896
C -1.1196 -0.4070 1.0646
C 2.2951 0.4700 -1.4690
C 2.6835 0.6721 -0.0719
C 1.0486 -0.4883 -1.7072
C 0.6463 -0.3682 -3.1905
N 4.5291 -0.6399 1.0507
N -0.1598 -0.8054 0.2256
O -0.0767 -0.1297 -0.9631
O 0.3341 0.9509 -3.5418
H -3.7605 0.4413 3.7561
H -1.9137 -1.1143 4.2862
H -3.8902 1.4999 1.5308
H -0.2535 -1.6917 2.5397
H -2.1873 0.9860 -0.1825
H 2.0143 1.4183 -1.9351
H 3.1095 0.0067 -2.0301
H 2.1088 1.3520 0.5427
H 1.3492 -1.5115 -1.4536
H -0.2095 -1.0319 -3.3714
H 1.4749 -0.6747 -3.8316
H -0.3964 1.2456 -2.9840
```

***

[2]
C27H32IIrN7O3S | ωB97M-V/def2-TZVPD

Values from the calculation:
* multiplicity: 6
* total charge: +2
* gap between HOMO and LUMO (alpha / beta): 6.618 / 5.422 eV
* LUMO (alpha / beta): -5.87 / -7.87 eV

Geometry as XYZ:
```
72
C27H32IIrN7O3S (ωB97M-V/def2-TZVPD)
Ir -0.5128 -0.2256 0.2684
C 2.5495 4.7230 -0.7082
C 2.2131 4.4455 0.7500
N 2.4882 3.0599 1.1286
C 1.6776 2.0405 0.9085
S 0.1618 2.1895 0.1990
N 2.2471 0.8497 1.4101
N 1.5555 -0.2177 1.1935
C 2.0374 -1.3747 1.6414
C 3.3765 -1.4974 2.2763
C 1.1749 -2.5426 1.4627
C 1.6521 -3.8214 1.7337
C 0.8171 -4.9144 1.5570
C -0.4776 -4.6992 1.1230
C -0.8887 -3.3943 0.8771
N -0.0955 -2.3438 1.0391
H 2.3393 5.7667 -0.9376
H 1.9513 4.1005 -1.3727
H 3.6049 4.5381 -0.9057
H 1.1589 4.6373 0.9524
H 2.8028 5.0766 1.4119
H 3.3705 2.8341 1.5671
H 3.7923 -0.5205 2.4941
H 4.0599 -2.0168 1.5976
H 3.3212 -2.0835 3.1937
H 2.6679 -3.9641 2.0720
H 1.1760 -5.9145 1.7581
H -1.1688 -5.5165 0.9744
H -1.8938 -3.1886 0.5300
C 2.8010 -2.9674 -2.3502
C 1.6528 -2.4831 -3.1628
N 1.5064 -2.9140 -4.3886
C 0.4684 -2.4723 -5.1113
C -0.4978 -1.5575 -4.6602
C -1.5965 -1.1201 -5.6081
O -1.5662 0.2792 -5.8366
C -0.3982 -1.0790 -3.3645
C -1.3707 -0.0942 -2.8983
N -1.5408 0.3227 -1.6985
C -2.5384 1.3311 -1.5318
C -2.5540 2.4637 -2.3372
C -3.5291 3.4321 -2.1505
C -4.4917 3.2733 -1.1660
C -4.4811 2.1475 -0.3522
C -3.4980 1.1945 -0.5350
I -3.4248 -0.5106 0.6675
C 0.6982 -1.5496 -2.5524
O 0.8904 -1.2121 -1.3655
H 3.4422 -3.5910 -2.9654
H 2.4385 -3.5481 -1.4976
H 3.3669 -2.1268 -1.9451
H 0.3972 -2.8623 -6.1207
H -2.5732 -1.3507 -5.1796
H -1.5194 -1.6830 -6.5393
H -1.0107 0.4782 -6.5970
H -2.0090 0.3221 -3.6731
H -1.7903 2.5904 -3.0944
H -3.5326 4.3145 -2.7754
H -5.2534 4.0269 -1.0216
H -5.2328 2.0203 0.4146
C -0.7515 0.0403 6.2720
N -0.8326 0.6463 4.9530
C -1.0285 2.0874 4.8987
C -0.7969 -0.0830 3.8442
O -0.9047 0.3671 2.6992
H 0.0882 0.4587 6.8271
H -0.6135 -1.0351 6.1799
H -1.6679 0.2297 6.8313
H -1.9640 2.3545 5.3912
H -1.0632 2.4028 3.8605
H -0.2090 2.5905 5.4126
H -0.6684 -1.1595 4.0316
```

***

[3]
C29H37AlN5OS | ωB97M-V/def2-TZVPD

Values from the calculation:
* total charge: +1
* gap between HOMO and LUMO: 8.271 eV
* LUMO: -1.97 eV

Geometry as XYZ:
```
74
C29H37AlN5OS (ωB97M-V/def2-TZVPD)
Al 0.7941 -1.8486 -0.2112
C 3.8403 2.2897 0.7325
C 2.8315 3.3103 1.1834
C 3.1953 4.3355 2.0535
C 2.2788 5.2855 2.4762
C 0.9640 5.2340 2.0351
C 0.5750 4.2174 1.1794
C 1.4997 3.2682 0.7617
N 1.0650 2.2199 -0.1145
C 0.8534 0.9464 0.2841
N 1.0078 0.7072 1.5948
C 0.8454 -0.4900 2.3497
C 0.7209 -1.7321 1.7320
C 0.5955 -2.8438 2.5741
C 0.5940 -2.7202 3.9517
C 0.7206 -1.4607 4.5242
C 0.8487 -0.3235 3.7423
C 0.9907 1.0357 4.3753
N 0.5136 -0.0001 -0.5908
C 0.1815 0.4369 -1.9180
C 1.0551 0.1800 -2.9676
C 0.7399 0.5932 -4.2544
C -0.4484 1.2689 -4.4868
C -1.3257 1.5068 -3.4370
C -1.0380 1.0883 -2.1408
C -2.0028 1.3350 -1.0127
H 4.8491 2.6881 0.8222
H 3.6795 1.9967 -0.3051
H 3.7898 1.3834 1.3425
H 4.2225 4.3935 2.3922
H 2.5940 6.0736 3.1471
H 0.2475 5.9777 2.3560
H -0.4469 4.1515 0.8262
H 0.9428 2.4143 -1.0965
H 1.2576 1.5235 2.1331
H 0.5001 -3.8336 2.1377
H 0.5033 -3.5946 4.5829
H 0.7225 -1.3562 5.6024
H 0.9484 0.9566 5.4593
H 0.1932 1.7170 4.0650
H 1.9474 1.5080 4.1270
H 1.9762 -0.3557 -2.7739
H 1.4230 0.3876 -5.0675
H -0.6965 1.6075 -5.4839
H -2.2569 2.0300 -3.6241
H -2.9696 1.6574 -1.3969
H -1.6446 2.1148 -0.3358
H -2.1457 0.4350 -0.4093
C 3.7924 -2.5367 -0.4014
C 2.4499 -2.6129 -1.0978
O 2.3736 -3.0889 -2.2179
H 4.5850 -2.9471 -1.0273
H 3.7433 -3.0781 0.5476
H 4.0168 -1.4938 -0.1504
C -2.0514 -2.1276 -3.7683
N -2.7829 -1.9915 -2.5038
C -3.9063 -1.0573 -2.5607
C -2.3255 -2.5101 -1.3642
S -0.7144 -3.1811 -1.3491
N -3.1370 -2.5961 -0.3012
C -2.6050 -2.8834 1.0290
C -4.5659 -2.8941 -0.4428
H -2.7686 -1.9937 -4.5760
H -1.6021 -3.1112 -3.8483
H -1.2705 -1.3705 -3.8455
H -3.6007 -0.2173 -3.1834
H -4.1418 -0.6867 -1.5682
H -4.7929 -1.5127 -3.0023
H -1.6827 -2.3410 1.2059
H -2.4207 -3.9523 1.1561
H -3.3425 -2.5567 1.7602
H -4.8009 -3.1598 -1.4685
H -5.1933 -2.0609 -0.1261
H -4.7883 -3.7545 0.1877
```

***

[4]
C4H7NO | ωB97M-V/def2-TZVPD

Values from the calculation:
* gap between HOMO and LUMO: 9.627 eV
* LUMO: 0.23 eV

Geometry as XYZ:
```
13
C4H7NO (ωB97M-V/def2-TZVPD)
C 1.4770 0.0067 -0.6431
C 0.0215 0.3963 -0.4400
C -0.8523 -0.4779 0.4823
O -0.4232 -1.8196 0.4124
C -0.4383 1.7118 0.1143
N -1.5192 1.9968 0.4803
H 1.9589 0.7438 -1.2906
H 2.0196 -0.0446 0.3022
H 1.5464 -0.9721 -1.1322
H -0.4702 0.4427 -1.4177
H -1.9807 0.4300 0.3180
H -0.9316 -0.1936 1.5164
H -0.4080 -2.2204 1.2976
```

***

Energy relative to the best compared isomer or geometry (same formula, charge and spin)
In order: 126.58; 0.53; 0.00; 103.52
Unit: kcal per mole